1.
# C27H42CsN4S

A structure of composition C27H42CsN4S (wB97M-V/def2-TZVPD, the OMol25 dataset).

```
75
Properties=species:S:1:pos:R:3:forces:R:3
Cs -0.215 0.722 0.585 -0.294 -0.410 -0.424
C 1.531 -1.584 -1.384 0.704 1.834 0.924
C 1.185 -0.607 -2.436 1.918 -1.695 1.402
C -0.155 -0.875 -2.733 -0.198 -0.494 0.318
C -0.513 -1.974 -1.902 -2.688 -0.109 -0.324
C 0.425 -2.346 -0.973 1.533 1.396 -1.992
C 0.489 -3.491 -0.053 -0.144 -0.915 0.682
C -0.819 -4.275 -0.083 -0.664 -0.610 0.321
C 1.575 -4.445 -0.564 1.122 0.612 -0.187
C 0.835 -2.978 1.377 -0.122 -2.224 -0.520
C -1.092 -0.201 -3.707 0.162 -1.023 -0.973
C -2.566 -0.548 -3.302 1.243 -1.042 -2.817
C -0.830 1.317 -3.758 -1.082 -0.838 2.307
C -0.866 -0.797 -5.147 -0.258 0.577 0.487
C 2.360 0.125 -3.116 1.416 -0.604 0.474
C 3.695 -0.674 -2.810 -0.434 -1.029 2.196
C 2.352 0.221 -4.661 -0.835 0.814 -0.412
C 2.670 1.522 -2.547 -1.492 1.696 -0.837
H 2.420 -1.530 -0.737 -0.043 -0.057 -0.670
H -1.402 -2.571 -2.004 -0.660 0.351 -0.133
H -1.117 -4.429 -1.138 0.121 -0.123 0.548
H -1.637 -3.715 0.409 0.294 -0.251 -0.207
H -0.733 -5.287 0.410 -0.018 0.999 -0.388
H 1.364 -4.682 -1.628 -0.013 -0.414 0.733
H 1.745 -5.303 0.118 -0.327 0.109 -0.598
H 2.531 -3.884 -0.618 -0.363 -0.317 0.148
H -0.075 -2.812 1.917 -0.623 0.759 0.281
H 1.442 -2.110 1.241 0.538 0.492 0.521
H 1.312 -3.797 1.964 0.208 0.672 -0.344
H -2.616 -0.283 -2.288 -1.030 0.269 1.331
H -2.717 -1.649 -3.500 0.235 0.977 0.760
H -3.271 -0.112 -4.031 0.089 0.512 0.737
H -1.265 1.779 -2.832 -0.119 -0.190 -0.767
H -1.321 1.661 -4.627 -0.367 1.055 -0.975
H 0.198 1.594 -3.662 0.586 -0.088 -0.606
H -0.904 -1.895 -5.068 0.064 0.410 -0.301
H 0.089 -0.447 -5.537 -0.016 -0.499 0.033
H -1.614 -0.406 -5.860 -0.061 -0.326 0.262
H 3.668 -1.779 -3.037 -0.308 1.189 -0.001
H 3.931 -0.621 -1.677 -0.383 -0.041 -1.808
H 4.556 -0.256 -3.292 0.420 0.513 -0.582
H 2.437 -0.752 -5.150 -0.007 -0.017 0.192
H 3.148 0.887 -5.048 0.046 -0.503 0.419
H 1.439 0.703 -5.058 0.368 -0.279 0.331
H 3.165 1.608 -1.585 -0.029 -0.607 0.280
H 1.736 2.188 -2.475 1.200 -0.907 -0.174
H 3.334 2.003 -3.279 -0.024 0.238 0.290
C -6.130 1.007 3.810 -0.840 -1.034 -3.027
C -5.117 -0.171 3.655 0.592 1.396 -0.020
N -3.753 0.201 4.068 -2.039 -0.337 -0.826
C -2.988 1.124 3.464 -0.467 -0.460 -1.285
S -3.427 1.734 1.870 0.604 -0.458 1.374
N -1.929 1.356 4.250 -0.092 0.186 -0.184
N -0.873 1.699 3.563 2.624 1.556 1.165
C 0.169 2.110 4.284 0.363 -0.187 -0.405
C 0.226 2.226 5.815 -0.178 -0.297 -0.719
C 1.377 2.607 3.562 0.896 -0.468 1.091
C 2.528 3.130 4.258 -0.709 2.083 -0.709
C 3.372 4.034 3.582 -0.800 -1.759 -1.857
C 3.178 4.161 2.164 0.921 1.603 0.568
C 2.153 3.475 1.548 0.050 -0.851 -0.021
N 1.403 2.605 2.242 -1.152 1.075 -1.367
H -6.814 0.842 2.871 0.958 0.873 1.680
H -5.709 2.014 3.782 0.240 -0.341 -0.299
H -6.779 0.952 4.643 -0.509 -0.348 1.186
H -5.069 -0.436 2.578 -0.003 -0.037 0.800
H -5.424 -1.018 4.271 0.043 -0.062 -0.199
H -3.470 0.016 4.997 0.272 -0.320 0.860
H 0.367 3.246 6.137 -0.015 0.682 -0.132
H 1.116 1.716 6.230 -0.691 -0.290 -0.117
H -0.736 1.923 6.234 0.392 -0.401 0.047
H 2.532 3.172 5.327 0.162 -0.413 0.427
H 4.211 4.566 4.024 -0.295 -0.170 0.260
H 3.804 4.897 1.596 -0.697 -0.790 0.532
H 1.875 3.601 0.459 0.702 -0.292 1.240
```
Positions in Å, forces in eV/Å.

## Properties
Gap between HOMO and LUMO   5.654 eV
Net charge   -1
Max |F|   3.31 eV Å⁻¹
DFT total energy   -1691.3158 Eh
Spin multiplicity   1

2.
# C5H12O2

A cluster of 2 separate species, C5H12O2 in total (wB97M-V/def2-TZVPD, the OMol25 dataset).

```
19
Properties=species:S:1:pos:R:3:forces:R:3
C 1.111 0.448 2.490 -0.014 0.043 0.123
C -0.181 -0.578 1.031 0.094 -0.046 -0.065
C -0.168 0.427 -0.036 -0.183 -0.050 0.144
O 1.034 0.948 -0.242 0.071 0.066 0.091
C -0.500 -0.622 -1.259 -0.293 -0.043 -0.032
C -1.137 0.215 -2.361 0.003 0.044 -0.041
O 0.724 -1.167 -1.619 0.114 0.093 -0.015
H 2.157 0.298 2.782 -0.126 -0.013 -0.051
H 0.714 1.374 2.911 0.038 -0.122 -0.064
H 0.574 -0.383 2.969 0.044 0.088 -0.093
H 0.535 -1.389 0.912 -0.058 0.107 0.054
H -1.087 -0.811 1.595 0.141 0.067 -0.081
H -1.019 1.129 0.052 0.141 -0.083 -0.045
H 1.258 0.672 1.345 -0.084 -0.053 -0.010
H -1.172 -1.448 -0.986 0.058 0.121 0.019
H -0.491 1.072 -2.577 -0.091 -0.116 0.009
H -1.238 -0.396 -3.263 0.008 0.078 0.121
H -2.127 0.581 -2.065 0.140 -0.074 -0.028
H 1.351 -0.438 -1.385 -0.001 -0.107 -0.037
```
Positions in Å, forces in eV/Å.

## Properties
Gap between HOMO and LUMO   8.583 eV
Max |F|   0.30 eV Å⁻¹
DFT total energy   -348.0252 Eh
Spin multiplicity   1
Energy above the lowest of the compared OMol25 structures with the same formula, charge and spin   112.70 kcal per mole

3.
# ClH18O9

A cluster of 10 separate species, ClH18O9 in total (wB97M-V/def2-TZVPD, the OMol25 dataset).

```
28
Properties=species:S:1:pos:R:3:forces:R:3
Cl 0.289 0.281 0.554 0.034 -0.020 -0.270
O 3.254 -0.202 -0.789 0.612 0.070 -0.352
H 2.338 -0.049 -0.559 -0.653 0.159 0.502
H 3.274 -1.105 -1.108 0.046 -0.271 -0.017
O -2.923 -1.546 -0.559 -0.681 -0.561 0.608
H -2.136 -1.080 -0.277 0.154 0.258 0.132
H -2.667 -1.980 -1.373 0.148 0.211 -0.203
O 0.756 -2.869 -0.979 0.534 -0.484 -0.060
H -0.167 -3.015 -0.773 -0.292 0.077 0.048
H 0.840 -1.918 -1.045 -0.224 0.381 0.141
O -1.703 2.232 2.894 -0.452 0.219 0.187
H -1.105 2.452 3.609 0.221 0.018 0.105
H -1.129 2.042 2.152 0.295 -0.336 -0.316
O -1.174 -0.861 -2.350 0.123 -0.406 -0.695
H -0.568 -0.815 -3.090 0.075 -0.043 -0.218
H -0.817 -0.246 -1.709 0.095 0.585 0.464
O 0.147 -2.920 2.425 0.035 -0.446 0.297
H 0.509 -2.420 1.693 0.142 0.303 -0.342
H -0.684 -2.488 2.623 -0.169 0.208 -0.014
O 0.744 1.862 -2.509 -0.071 0.280 -0.456
H 1.063 1.760 -1.612 0.036 -0.106 0.474
H 0.865 0.999 -2.906 0.154 -0.110 -0.042
O 2.230 2.197 2.467 0.221 0.570 0.421
H 2.825 1.563 2.867 0.095 -0.168 0.025
H 1.736 1.690 1.823 -0.401 -0.435 -0.452
O -2.133 1.981 -0.782 -0.525 0.193 -0.323
H -2.322 2.805 -0.333 -0.083 0.166 0.115
H -1.344 1.649 -0.354 0.530 -0.312 0.241
```
Positions in Å, forces in eV/Å.

## Properties
Gap between HOMO and LUMO   10.039 eV
Net charge   -1
Max |F|   1.07 eV Å⁻¹
DFT total energy   -1148.2760 Eh
Spin multiplicity   1
Energy above the lowest of the compared OMol25 structures with the same formula, charge and spin   13.20 kcal per mole